[1]
{"formula": "C36H65BBr2N3O26", "method": "ωB97M-V with the def2-TZVPD basis set", "homo_lumo_gap_ev": 8.801, "fmax_ev_per_a": 2.7, "molar_mass_g_mol": 1126.53, "charge": -1, "symbols": ["O", "C", "O", "B", "O", "C", "O", "O", "C", "O", "C", "O", "O", "C", "O", "C", "C", "N", "C", "C", "O", "C", "H", "H", "H", "H", "H", "H", "H", "H", "H", "H", "H", "H", "H", "H", "H", "C", "O", "C", "C", "N", "C", "C", "O", "C", "H", "H", "H", "H", "H", "H", "H", "H", "H", "H", "H", "H", "H", "H", "H", "C", "O", "C", "C", "N", "C", "C", "O", "C", "H", "H", "H", "H", "H", "H", "H", "H", "H", "H", "H", "H", "H", "H", "H", "Br", "C", "C", "Br", "H", "H", "H", "H", "C", "C", "O", "C", "O", "O", "H", "H", "H", "H", "C", "C", "O", "C", "O", "O", "H", "H", "H", "H", "C", "C", "O", "C", "O", "O", "H", "H", "H", "H", "C", "C", "O", "C", "O", "O", "H", "H", "H", "H"], "coordinates": [[33.0952, -25.5582, -1.6698], [32.3214, -24.9322, -1.0162], [31.7271, -25.3681, 0.0870], [30.9282, -24.3278, 0.7233], [31.0852, -23.1770, -0.1803], [31.8971, -23.4456, -1.1624], [32.2343, -22.7311, -2.0647], [31.3901, -24.1174, 2.1120], [30.4591, -24.5479, 2.9358], [30.5552, -24.7950, 4.1045], [29.2431, -24.9464, 2.1183], [29.4796, -24.6494, 0.8563], [28.2165, -25.3293, 2.5930], [30.8170, -19.7032, -2.8679], [29.6093, -19.0196, -2.4973], [28.3919, -19.6890, -2.8848], [28.0549, -20.0119, -4.3931], [28.6815, -19.1889, -5.4353], [28.3529, -17.7628, -5.3204], [28.8837, -16.8730, -6.4320], [30.2447, -16.4932, -6.3260], [31.1223, -17.5488, -6.7249], [30.8270, -20.7471, -2.5311], [31.6765, -19.2578, -2.3771], [30.8375, -19.7741, -3.9399], [27.6311, -19.0097, -2.5002], [28.3946, -20.5914, -2.2668], [26.9838, -19.9096, -4.5788], [28.2589, -21.0755, -4.5187], [29.6738, -19.2760, -5.3387], [28.7251, -17.3484, -4.3752], [27.2591, -17.7883, -5.3675], [28.2234, -16.0010, -6.4476], [28.6637, -17.3209, -7.4100], [31.9109, -17.0681, -7.3081], [30.6180, -18.3216, -7.3040], [31.5860, -18.0233, -5.8541], [40.1905, -19.3812, -2.1190], [39.0787, -19.9965, -1.5065], [37.9590, -20.0715, -2.3771], [37.0821, -21.2347, -1.9376], [37.7154, -22.5442, -2.1218], [38.4596, -23.0025, -0.9379], [37.5567, -23.7853, -0.0246], [36.9148, -24.8198, -0.7534], [35.9645, -25.5170, 0.0138], [39.8990, -18.3960, -2.5020], [40.6310, -19.9898, -2.9105], [40.9488, -19.1677, -1.3657], [38.2665, -20.2294, -3.4147], [37.4178, -19.1341, -2.1842], [36.1672, -21.2097, -2.5340], [36.7966, -21.0456, -0.8948], [36.9759, -23.2015, -2.3268], [38.8915, -22.2124, -0.3257], [39.2776, -23.6335, -1.2968], [36.8031, -23.1088, 0.3876], [38.1324, -24.2768, 0.7705], [35.1303, -24.8592, 0.2793], [36.3122, -25.8261, 1.0097], [35.6114, -26.4190, -0.4748], [35.6381, -28.2531, 6.4699], [36.0011, -27.1560, 5.6600], [36.6453, -26.1575, 6.4581], [37.1040, -24.8816, 5.7544], [36.0297, -24.0050, 5.2800], [35.3374, -24.6187, 4.1170], [34.5634, -23.5595, 3.3576], [35.3923, -22.9776, 2.3637], [34.6801, -22.0238, 1.6271], [35.0563, -27.9195, 7.3332], [36.4785, -28.9169, 6.6791], [34.9260, -28.8218, 5.8656], [37.5826, -26.6256, 6.7973], [36.0113, -25.9778, 7.3350], [37.7635, -25.2282, 4.9584], [37.7255, -24.3674, 6.4897], [35.3513, -23.8177, 6.0055], [34.6080, -25.3451, 4.4944], [36.0139, -25.2076, 3.5018], [34.2687, -22.8082, 4.0978], [33.6784, -24.0167, 2.9056], [35.3776, -21.4309, 1.0255], [34.1958, -21.2129, 2.1844], [33.9780, -22.4758, 0.9192], [23.1616, -24.0105, 2.7163], [25.1279, -23.7461, 2.7824], [25.4653, -22.5712, 3.6510], [24.8020, -20.8742, 2.9854], [25.4764, -23.6301, 1.7583], [25.5283, -24.7066, 3.0986], [26.5353, -22.3719, 3.6661], [25.1298, -22.7381, 4.6716], [27.8297, -28.6607, 2.4960], [28.8228, -29.0781, 3.5911], [28.0461, -29.7564, 4.5569], [26.7682, -29.7918, 4.2239], [25.9103, -30.3386, 4.8510], [26.5786, -29.0420, 3.1157], [28.0474, -29.2993, 1.6396], [27.7727, -27.6060, 2.2565], [29.3462, -28.2160, 4.0042], [29.5489, -29.8014, 3.2249], [32.6878, -26.2315, 8.0513], [32.5608, -26.3754, 6.5392], [31.4427, -27.2601, 6.4203], [30.8998, -27.5621, 7.6446], [29.9300, -28.2388, 7.7291], [31.4513, -26.7644, 8.5572], [32.6973, -25.2089, 8.4296], [33.5198, -26.7304, 8.5499], [33.3959, -26.9167, 6.1011], [32.2698, -25.4430, 6.0573], [27.7069, -26.6196, 6.1059], [27.5635, -25.3238, 6.9032], [26.1838, -25.3320, 7.3512], [25.4990, -26.1748, 6.5194], [24.3323, -26.3204, 6.4818], [26.3701, -26.7485, 5.6442], [27.8675, -27.4740, 6.7633], [28.4058, -26.5057, 5.2819], [27.7156, -24.4852, 6.2269], [28.1975, -25.3533, 7.7848], [31.0561, -25.4608, -5.7305], [32.1965, -25.5952, -4.6703], [31.9774, -26.9349, -4.2233], [30.8388, -27.4503, -4.6835], [30.4043, -28.5224, -4.4214], [30.2829, -26.6243, -5.5963], [31.5001, -25.5288, -6.7283], [30.4876, -24.5382, -5.6300], [32.0516, -24.8372, -3.9081], [33.1223, -25.4781, -5.2226]]}

[2]
{"formula": "C36H66F5IO11S3", "method": "ωB97M-V with the def2-TZVPD basis set", "homo_lumo_gap_ev": 9.725, "smiles": "CCCCCCCCCC[C@H]1[C@@H](S(=O)(=O)C(F)(F)C(F)(F)F)[C@H]([C@H](I)CC)OS(=O)(=O)[C@H]1S(C)(=O)=O.C1CCOC1.C1CCOC1.C1CCOC1.C1CCOC1", "fmax_ev_per_a": 1.8, "molar_mass_g_mol": 993.01, "symbols": ["C", "C", "C", "C", "C", "C", "C", "C", "C", "C", "C", "C", "S", "O", "O", "C", "F", "F", "C", "F", "F", "F", "C", "C", "I", "C", "C", "O", "S", "O", "O", "C", "S", "C", "O", "O", "H", "H", "H", "H", "H", "H", "H", "H", "H", "H", "H", "H", "H", "H", "H", "H", "H", "H", "H", "H", "H", "H", "H", "H", "H", "H", "H", "H", "H", "H", "H", "H", "H", "H", "C", "C", "C", "O", "C", "H", "H", "H", "H", "H", "H", "H", "H", "C", "C", "C", "O", "C", "H", "H", "H", "H", "H", "H", "H", "H", "C", "C", "C", "O", "C", "H", "H", "H", "H", "H", "H", "H", "H", "C", "C", "C", "O", "C", "H", "H", "H", "H", "H", "H", "H", "H"], "coordinates": [[5.1300, 2.4805, 3.2396], [6.5638, 2.6731, 2.7216], [7.0575, 1.5427, 1.8125], [7.0897, 0.1733, 2.5007], [6.4381, -0.9654, 1.7017], [4.9544, -0.7829, 1.3854], [4.0351, -1.3625, 2.4646], [2.5566, -1.3387, 2.0853], [2.0085, 0.0608, 1.7505], [0.5895, 0.2170, 2.2869], [-0.1435, 1.4384, 1.7222], [-1.6780, 1.3608, 1.8292], [-2.3721, 1.1521, 3.5011], [-3.2523, 2.2365, 3.8127], [-1.3912, 0.7219, 4.4484], [-3.5244, -0.3212, 3.2810], [-3.8814, -0.4677, 2.0003], [-4.6113, -0.0365, 3.9908], [-2.9547, -1.6575, 3.8009], [-2.9015, -1.6677, 5.0897], [-3.7387, -2.6324, 3.4023], [-1.7577, -1.8744, 3.3040], [-2.4249, 2.5004, 1.1126], [-2.5334, 2.2924, -0.4217], [-3.2105, 4.1544, -1.2848], [-3.5794, 1.2246, -0.7941], [-2.9978, -0.1942, -0.9756], [-1.9018, 3.7829, 1.5162], [-0.3857, 4.0925, 1.2287], [-0.0704, 3.8437, -0.1454], [-0.1150, 5.3686, 1.8029], [0.4861, 2.7982, 2.1074], [0.6632, 3.1860, 3.8689], [1.7776, 4.5547, 3.8929], [-0.6140, 3.6158, 4.3666], [1.3202, 2.0735, 4.4978], [4.4324, 3.1554, 2.7476], [4.7790, 1.4575, 3.1200], [5.0803, 2.6900, 4.3089], [6.6125, 3.6256, 2.1921], [7.2400, 2.7138, 3.5700], [8.0660, 1.8121, 1.4930], [6.4471, 1.5158, 0.9067], [8.1383, -0.1108, 2.6138], [6.6813, 0.2167, 3.5120], [6.6016, -1.9030, 2.2345], [6.9859, -1.0220, 0.7567], [4.7263, 0.2754, 1.2520], [4.7082, -1.2723, 0.4386], [4.3504, -2.3943, 2.6391], [4.1910, -0.8314, 3.4091], [1.9790, -1.7539, 2.9138], [2.4349, -2.0041, 1.2275], [2.6685, 0.8185, 2.1766], [2.0012, 0.1796, 0.6631], [0.0187, -0.6645, 1.9786], [0.6058, 0.2107, 3.3699], [0.0253, 1.3833, 0.6410], [-1.9662, 0.4536, 1.3038], [-3.4460, 2.4831, 1.4839], [-1.5768, 2.0347, -0.8658], [-4.4117, 1.2632, -0.0915], [-3.9890, 1.5176, -1.7568], [-1.9857, -0.3049, -0.5887], [-2.9531, -0.4396, -2.0363], [-3.6572, -0.9325, -0.5293], [1.4842, 2.8431, 1.6702], [1.2139, 5.4657, 3.7358], [2.5693, 4.4389, 3.1606], [2.1802, 4.5276, 4.9045], [9.1547, 4.8503, 7.2894], [9.3649, 5.2567, 5.8311], [9.2223, 3.9177, 5.1201], [8.3041, 3.1447, 5.8925], [8.0829, 3.7749, 7.1562], [8.8471, 5.6715, 7.9347], [10.0729, 4.4216, 7.6961], [8.5735, 5.9398, 5.5152], [10.3238, 5.7351, 5.6393], [10.1796, 3.3865, 5.0788], [8.8398, 4.0173, 4.1044], [7.0792, 4.2134, 7.1616], [8.1335, 3.0200, 7.9410], [-4.6394, -2.3750, -6.1838], [-3.1297, -2.4411, -6.4081], [-2.6204, -1.4348, -5.3842], [-3.5444, -1.4741, -4.2921], [-4.7147, -2.2043, -4.6762], [-5.1726, -3.2557, -6.5346], [-5.0644, -1.5033, -6.6803], [-2.7653, -3.4415, -6.1734], [-2.8265, -2.1936, -7.4250], [-2.6053, -0.4185, -5.7943], [-1.6222, -1.6706, -5.0115], [-4.7035, -3.1746, -4.1656], [-5.5988, -1.6518, -4.3566], [-9.6002, -0.9420, -5.2166], [-9.6920, -0.3943, -6.6397], [-8.2400, -0.4745, -7.0927], [-7.6676, -1.5926, -6.4107], [-8.5500, -2.0335, -5.3768], [-10.5446, -1.3213, -4.8298], [-9.2401, -0.1662, -4.5377], [-10.3167, -1.0466, -7.2534], [-10.0949, 0.6154, -6.6972], [-7.6871, 0.4292, -6.8135], [-8.1354, -0.6246, -8.1677], [-9.0059, -2.9813, -5.6826], [-7.9730, -2.2072, -4.4674], [-2.6854, -7.7544, -4.6204], [-2.0378, -7.9594, -5.9889], [-2.6927, -6.8536, -6.8066], [-2.9547, -5.7841, -5.8955], [-2.7796, -6.2359, -4.5508], [-2.1146, -8.1777, -3.7957], [-3.6837, -8.1968, -4.6074], [-0.9603, -7.7945, -5.9229], [-2.2053, -8.9489, -6.4109], [-3.6414, -7.1881, -7.2394], [-2.0573, -6.4842, -7.6122], [-1.8587, -5.7992, -4.1492], [-3.6183, -5.8862, -3.9477]]}